DFT (wB97M-V/def2-TZVPD) results for C22H22ClO7P3S2Tl as an isolated structure.

Geometry as XYZ:
```
58
Properties=species:S:1:pos:R:3:forces:R:3:lowdin_charge:R:1
Tl 3.91289 -0.97162 -1.97056 0.405 -0.603 -0.387 0.78
O 3.31969 -1.31882 0.56954 -0.378 0.130 0.020 -0.29
P 2.17969 -0.43812 1.25364 -0.868 -0.126 -0.196 0.24
O 2.02039 -0.70622 2.68414 -0.131 0.044 0.359 -0.25
O 0.94799 -0.60522 0.35484 0.258 -0.046 0.052 -0.42
O 2.69969 1.08748 1.00934 0.403 -0.332 -0.185 -0.25
P 4.19509 1.38418 0.39764 -0.056 0.690 0.116 0.17
O 4.47849 2.82858 1.03494 -0.017 0.015 -0.406 -0.11
O 5.11879 0.35208 0.98054 0.028 0.118 0.108 -0.29
O 4.11599 1.51958 -1.07806 0.011 0.058 -0.012 -0.43
H 4.14109 -0.76842 0.82614 0.858 -0.609 0.103 -0.02
H 4.67789 2.72428 1.96364 0.108 0.008 0.470 0.07
Cl 1.46899 0.55678 -2.56706 -0.139 -0.085 -0.685 0.71
C 1.10329 1.82928 -1.48066 -0.253 0.466 0.400 -0.63
C 1.78979 3.02758 -1.54926 -0.124 0.031 -0.016 -0.10
C 1.51989 4.00658 -0.60966 0.010 0.023 -0.040 -0.07
C 0.53709 3.80408 0.34364 -0.004 0.075 0.062 -0.07
C -0.18141 2.62338 0.36874 -0.051 -0.043 0.013 -0.08
C 0.12699 1.60498 -0.52136 -0.008 -0.481 -0.219 -0.30
P -0.73401 -0.03092 -0.40116 -0.009 0.250 0.784 0.76
C -2.19271 0.64718 -1.38436 0.238 -0.314 0.061 -0.33
C -2.06711 0.67068 -2.77046 0.090 -0.049 -0.080 -0.13
C -3.05031 1.22678 -3.56866 -0.063 -0.010 -0.069 -0.08
C -4.18971 1.75978 -2.98916 -0.073 0.079 -0.047 -0.10
C -4.31061 1.77438 -1.61106 -0.174 0.107 0.028 -0.09
C -3.31431 1.23438 -0.81626 0.048 -0.033 0.193 -0.09
C -1.49811 -0.22842 1.24444 -0.100 0.096 -0.178 -0.30
C -0.89871 0.23528 2.40754 -0.022 -0.133 -0.165 -0.08
C -1.48121 -0.03292 3.63294 0.001 0.098 0.128 -0.07
C -2.66031 -0.75252 3.71244 0.033 0.009 0.005 -0.09
C -3.26201 -1.21692 2.55284 -0.101 -0.103 0.032 -0.08
C -2.68201 -0.95912 1.32294 0.048 0.057 -0.069 -0.12
H 2.54889 3.16428 -2.29956 0.113 -0.014 -0.039 0.11
H 2.09089 4.92268 -0.61106 0.051 0.075 -0.040 0.11
H 0.34069 4.55928 1.09114 -0.056 0.098 0.002 0.10
H -0.96351 2.48898 1.10124 -0.035 -0.024 0.042 0.10
H -1.18121 0.24788 -3.22116 0.023 -0.053 -0.140 0.06
H -2.93341 1.24128 -4.64316 0.027 -0.045 -0.071 0.10
H -4.97931 2.17038 -3.60386 -0.008 0.044 -0.055 0.09
H -5.18951 2.21198 -1.15426 -0.005 0.003 0.044 0.10
H -3.40801 1.26768 0.25954 -0.108 0.012 0.071 0.10
H 0.05019 0.74518 2.36354 -0.024 0.076 0.108 0.09
H -0.99371 0.30758 4.53164 0.094 0.043 0.143 0.11
H -3.09381 -0.96692 4.68004 -0.055 -0.018 0.022 0.10
H -4.17231 -1.79942 2.61824 -0.018 -0.002 -0.071 0.10
H -3.12451 -1.33542 0.40794 -0.042 -0.037 0.076 0.10
C -0.33741 -3.56692 0.69354 0.106 0.042 0.007 -0.11
C 0.15499 -3.09952 -0.64416 0.098 0.229 0.156 -0.70
S -0.84031 -1.87312 -1.40266 -0.072 0.125 -0.376 0.81
C 1.25569 -3.57002 -1.28516 -0.548 -0.063 -0.075 -0.85
C 1.98979 -4.76772 -0.73426 0.091 -0.045 0.067 -0.14
S 1.81729 -2.98162 -2.79416 0.481 0.337 -0.563 0.38
H -1.43031 -3.59552 0.70134 0.058 -0.057 0.111 0.06
H -0.00651 -2.87372 1.47494 -0.087 -0.070 0.082 0.08
H 0.04789 -4.55792 0.93114 -0.034 -0.028 0.060 0.06
H 1.31889 -5.62642 -0.64386 0.016 -0.003 0.040 0.08
H 2.40409 -4.55452 0.25084 0.030 0.012 0.123 0.08
H 2.80319 -5.02642 -1.40996 -0.064 -0.026 0.093 0.05
```
Forces are in eV/Å.

Total charge = -1
HOMO level = -4.1 eV
Lowest unoccupied orbital energy = 2.6 eV
E = -3831.736807 Ha
Frontier orbital gap = 6.613 eV

=====

DFT (wB97M-V/def2-TZVPD) results for an isolated ion of composition C6H7O3 and charge +1.

Geometry as XYZ:
```
16
Properties=species:S:1:pos:R:3:forces:R:3:lowdin_charge:R:1
C 0.14867 1.07827 0.06068 0.931 -0.829 -1.672 0.16
C 0.20131 1.05466 -1.33048 -1.072 2.284 2.059 -0.03
C 0.77089 0.04168 1.08033 -0.791 2.046 -1.796 -0.53
C 0.54894 -0.00258 -2.10813 -0.528 -1.491 -1.385 0.07
C 2.14217 -1.92199 -1.91410 0.013 2.027 -1.139 0.21
C -1.40596 -0.34946 1.95001 -0.100 1.315 2.941 -0.02
O 1.94906 -0.01056 1.13921 1.553 -0.208 -0.426 0.19
O -0.01178 -0.59745 1.86141 -0.061 -1.520 0.582 0.00
O 1.41274 -0.85159 -2.03799 1.114 -1.609 1.170 0.11
H -0.27490 1.97969 0.44844 -0.336 0.356 0.495 0.12
H -0.29146 1.85227 -1.95711 0.503 -0.650 1.147 0.15
H 2.98491 -1.93182 -2.50802 1.673 0.488 -1.224 0.10
H 2.00023 -2.77226 -1.35868 -1.749 -1.430 1.683 0.10
H -1.47468 0.81585 2.05403 -0.863 -2.333 -0.497 0.14
H -1.61430 -0.82013 2.97756 -0.192 0.983 -1.567 0.14
H -1.97147 -0.91673 1.21769 -0.095 0.570 -0.369 0.10
```
Forces are in eV/Å.

ΔE to the lowest compared entry with this formula, charge and spin = 127.2 kcal/mol
Total charge = +1
HOMO level (alpha / beta) = -13.8 / -14.2 eV
Lowest unoccupied orbital energy (alpha / beta) = -6.1 / -6.2 eV
E = -458.017333 Ha
Frontier orbital gap (alpha / beta) = 7.731 / 7.980 eV

=====

DFT (wB97M-V/def2-TZVPD) results for a 2-piece molecular cluster, C29H22F4NO2 overall.

Geometry as XYZ:
```
58
Properties=species:S:1:pos:R:3:forces:R:3:lowdin_charge:R:1
O 0.47493 -0.16460 1.33398 0.069 -0.928 -0.175 0.08
C 0.47842 -1.38465 1.27833 -0.084 -0.153 -0.052 -0.53
O 1.59478 -2.16027 1.20141 -0.450 0.976 0.044 0.03
C 2.83642 -1.38651 1.22552 -0.070 -0.123 0.102 -0.11
C 3.97836 -2.36118 1.22723 0.256 -0.119 -0.036 -0.22
C 4.52117 -2.81095 0.01763 0.135 0.008 0.417 -0.04
C 5.59208 -3.70841 0.02288 -0.101 -0.004 0.094 -0.08
C 6.12115 -4.17038 1.23492 -0.279 0.313 0.002 -0.08
C 5.58641 -3.70553 2.44326 -0.101 -0.008 -0.128 -0.07
C 4.51506 -2.80891 2.44011 0.112 0.027 -0.369 -0.03
N -0.65165 -2.19903 1.29902 1.609 0.068 -0.428 0.12
C -1.93702 -1.64011 1.22527 -1.372 0.125 -1.950 -0.28
C -2.69912 -1.84520 0.10694 1.057 0.035 1.623 0.09
C -2.38412 -0.87189 2.39685 -0.463 0.351 1.050 -0.17
C -3.69860 -0.36156 2.48147 0.403 -0.019 0.171 -0.04
C -4.15346 0.27012 3.64174 0.310 -0.086 -0.159 -0.08
C -3.29811 0.42275 4.74230 0.175 -0.185 -0.275 -0.08
C -1.98686 -0.06684 4.67031 -0.406 0.076 -0.308 -0.06
C -1.54208 -0.70697 3.51224 -0.209 0.013 -0.009 -0.02
H 2.86120 -0.73845 0.33411 -0.045 -0.180 0.353 0.12
H 2.83719 -0.76927 2.13802 -0.022 -0.144 -0.421 0.13
H 4.10627 -2.42268 -0.91451 0.171 -0.215 0.152 0.11
H 6.01451 -4.04359 -0.92458 -0.086 0.047 0.270 0.11
H 6.95556 -4.87506 1.23792 -0.279 0.255 -0.004 0.11
H 6.00442 -4.03750 3.39379 -0.092 0.051 -0.273 0.11
H 4.09593 -2.41882 3.36935 0.173 -0.212 -0.164 0.12
H -0.48384 -3.09975 0.85444 -0.248 0.279 0.317 0.16
H -3.72612 -1.50434 0.09550 0.134 -0.162 -0.252 0.04
H -2.30131 -2.43466 -0.71653 -0.196 0.172 0.115 0.06
H -4.36594 -0.48493 1.62791 0.057 0.104 0.382 0.10
H -5.18146 0.63636 3.67975 0.340 -0.099 0.046 0.11
H -3.65509 0.91307 5.64757 0.098 -0.132 -0.229 0.11
H -1.30301 0.04077 5.51110 -0.222 -0.001 -0.165 0.11
H -0.52073 -1.08379 3.48586 -0.384 0.062 0.080 0.11
F 3.03758 2.18960 -3.77044 -1.126 0.129 1.429 0.07
C 2.20415 2.28968 -2.67604 0.210 -0.153 -1.369 -0.19
C 2.79365 2.40706 -1.41953 -0.708 0.057 0.363 0.14
C 1.91627 2.49833 -0.33564 0.829 0.114 1.167 -0.20
F 2.45743 2.64653 0.92083 -0.758 -0.272 -1.704 0.08
C 0.54406 2.44837 -0.47219 -0.615 0.066 -0.239 0.09
C -0.05735 2.36545 -1.77087 1.110 -0.293 0.323 -0.15
C -1.47467 2.38302 -1.81972 0.424 0.606 -0.195 0.15
C -2.36942 2.42240 -2.92003 -1.089 -0.093 -0.947 -0.15
C -3.76409 2.53330 -2.60645 0.575 -0.080 0.198 0.09
C -4.71210 2.54283 -3.61077 -1.318 0.125 0.163 -0.20
F -6.04201 2.64850 -3.26704 1.787 -0.144 -0.439 0.07
C -4.38854 2.45007 -4.96647 0.230 0.011 0.664 0.14
C -3.03159 2.35585 -5.26564 0.809 -0.098 -1.077 -0.19
F -2.67175 2.26141 -6.59421 -0.452 0.152 1.830 0.07
C -2.02645 2.35097 -4.30657 -0.301 -0.040 0.134 0.09
C 0.83225 2.26777 -2.88536 0.214 0.009 0.162 0.09
H 3.87143 2.42721 -1.28617 -0.173 0.009 -0.037 0.16
H -0.10379 2.47607 0.39947 0.291 -0.009 0.023 0.14
H -1.95423 2.49772 -0.84483 0.090 -0.252 -0.165 0.14
H -4.05521 2.60998 -1.56117 -0.166 -0.042 -0.254 0.14
H -5.15051 2.45297 -5.74068 0.134 0.005 0.129 0.16
H -0.99683 2.29151 -4.62831 -0.481 0.000 -0.226 0.11
H 0.45639 2.16617 -3.89331 0.495 0.001 0.244 0.10
```
Forces are in eV/Å.

ΔE to the lowest compared entry with this formula, charge and spin = 1.6 kcal/mol
Total charge = +1
HOMO level = -10.7 eV
Lowest unoccupied orbital energy = -6.6 eV
E = -1722.692160 Ha
Frontier orbital gap = 4.039 eV

=====

DFT (wB97M-V/def2-TZVPD) results for C31H34HgO2P2S3 as an isolated structure.

Geometry as XYZ:
```
73
Properties=species:S:1:pos:R:3:forces:R:3:lowdin_charge:R:1
Hg 1.14565 0.76466 -0.78756 0.577 0.316 -0.173 0.89
C 4.33752 0.38817 -2.33395 -0.068 0.019 -0.057 -0.50
C 4.67913 1.73662 -1.70786 -0.093 -0.009 0.116 -0.50
S 3.67994 2.12389 -0.24420 0.031 0.041 -0.013 0.87
C 3.14735 3.82219 -0.58619 0.011 -0.111 0.003 -0.51
C 2.40193 4.09968 -1.89052 -0.100 -0.048 0.005 -0.49
S 0.88244 3.13016 -2.13025 0.028 -0.074 0.059 0.88
C 1.11734 2.38192 -3.76560 -0.051 0.052 0.045 -0.50
C 2.37548 1.56293 -4.03144 0.000 -0.117 0.019 -0.47
S 2.64154 0.13054 -2.93953 -0.071 0.038 0.138 0.88
H 4.47233 -0.41697 -1.61011 0.029 -0.012 -0.011 0.08
H 5.01050 0.19517 -3.16931 0.021 -0.007 0.011 0.09
H 4.57721 2.54875 -2.42404 0.046 -0.008 -0.035 0.06
H 5.72396 1.70976 -1.39993 0.021 -0.016 -0.050 0.09
H 4.02361 4.46913 -0.53922 -0.033 0.049 0.001 0.09
H 2.51693 4.06606 0.27027 0.006 0.037 0.001 0.08
H 3.03623 3.95297 -2.76271 0.030 0.012 0.014 0.07
H 2.09969 5.14657 -1.88755 0.050 0.021 -0.024 0.08
H 1.07018 3.18576 -4.50096 -0.018 -0.036 -0.041 0.09
H 0.22516 1.76473 -3.88533 0.006 -0.010 0.007 0.06
H 3.27299 2.17674 -4.00311 0.000 0.020 -0.006 0.07
H 2.29509 1.15880 -5.04045 0.024 0.054 -0.024 0.09
O -0.69414 0.22162 -1.86938 -0.482 -0.161 -0.139 -0.52
P -1.84144 -0.41514 -1.06176 0.249 0.051 0.083 0.71
C -1.65896 -0.21143 0.67585 -0.113 0.131 -0.239 -0.30
P 0.23788 -0.69298 1.89531 0.037 -0.005 0.140 0.87
O 1.16769 0.42814 1.26437 -0.179 -0.157 0.282 -0.62
C -0.54734 0.08434 3.33921 0.073 0.050 -0.013 -0.36
C -0.44233 1.45480 3.54927 -0.041 -0.015 0.005 -0.09
C -1.03856 2.03727 4.66118 0.002 -0.026 -0.022 -0.08
C -1.74645 1.25284 5.55963 0.005 0.012 -0.008 -0.08
C -1.85712 -0.11643 5.35045 -0.001 -0.013 -0.005 -0.08
C -1.25747 -0.69945 4.24569 0.016 0.009 -0.035 -0.09
C 1.49663 -1.72867 2.78632 -0.041 0.098 -0.117 -0.33
C 2.43480 -1.10000 3.60756 0.030 -0.104 0.010 -0.08
C 3.38176 -1.85603 4.27833 -0.024 0.018 -0.022 -0.08
C 3.39832 -3.24091 4.13600 -0.010 0.027 0.002 -0.08
C 2.47038 -3.86609 3.32019 -0.009 -0.013 -0.017 -0.09
C 1.52032 -3.10832 2.64258 -0.013 -0.004 -0.011 -0.11
C -1.89500 -2.17715 -1.40310 0.006 -0.033 0.006 -0.27
C -2.74162 -3.03199 -0.69749 0.058 0.004 -0.019 -0.08
C -2.74025 -4.38956 -0.97169 -0.010 0.004 0.006 -0.07
C -1.89283 -4.90040 -1.94680 0.017 0.010 -0.009 -0.07
C -1.04716 -4.05462 -2.64876 -0.005 0.023 0.004 -0.07
C -1.04680 -2.69278 -2.37912 -0.061 -0.044 0.007 -0.07
C -3.37148 0.35066 -1.62560 0.017 0.071 -0.048 -0.27
C -4.58772 0.06572 -1.00617 0.022 -0.017 -0.029 -0.07
C -5.74263 0.71186 -1.41259 -0.018 -0.005 0.001 -0.07
C -5.69051 1.65247 -2.43349 0.027 0.010 -0.011 -0.07
C -4.48386 1.93994 -3.05381 0.016 -0.024 0.014 -0.07
C -3.32429 1.29167 -2.65086 -0.068 -0.037 -0.014 -0.07
H -2.39760 -0.79773 1.22141 0.087 -0.028 0.060 0.03
H -1.75208 0.84464 0.94089 -0.009 -0.024 0.045 0.05
H 0.11674 2.05756 2.84348 0.005 0.004 0.014 0.10
H -0.94754 3.10296 4.82753 -0.002 0.001 0.000 0.10
H -2.20948 1.70632 6.42612 -0.002 -0.002 -0.001 0.11
H -2.40516 -0.72904 6.05428 0.001 -0.002 -0.001 0.11
H -1.32883 -1.77117 4.09099 -0.006 -0.002 0.028 0.11
H 2.41671 -0.02272 3.72141 0.000 -0.003 0.002 0.11
H 4.10600 -1.36800 4.91806 0.002 -0.010 0.007 0.10
H 4.13525 -3.82945 4.66666 0.006 0.002 -0.002 0.10
H 2.48388 -4.94230 3.20620 -0.001 -0.001 0.010 0.10
H 0.79470 -3.59671 2.00121 -0.003 0.007 -0.005 0.10
H -3.39817 -2.64294 0.07094 -0.008 -0.027 0.007 0.10
H -3.39786 -5.05162 -0.42437 -0.001 0.004 0.003 0.11
H -1.89216 -5.96165 -2.15746 -0.003 -0.001 -0.002 0.11
H -0.38793 -4.45362 -3.40837 -0.002 -0.006 0.004 0.11
H -0.39237 -2.02467 -2.92407 0.003 0.003 0.001 0.09
H -4.63654 -0.65823 -0.20203 -0.008 0.020 0.020 0.10
H -6.68460 0.48788 -0.93009 0.004 -0.002 0.005 0.11
H -6.59230 2.16459 -2.74177 -0.004 -0.013 -0.009 0.11
H -4.44339 2.66893 -3.85241 -0.008 0.006 0.006 0.11
H -2.37927 1.50934 -3.13038 0.000 0.007 0.016 0.09
```
Forces are in eV/Å.

Total charge = +1
Spin multiplicity = 2
HOMO level (alpha / beta) = -8.8 / -10.9 eV
Lowest unoccupied orbital energy (alpha / beta) = -2.4 / -2.6 eV
E = -3382.656205 Ha
Frontier orbital gap (alpha / beta) = 6.412 / 8.308 eV

=====

DFT (wB97M-V/def2-TZVPD) results for a single C4H9NO2 molecule.

Geometry as XYZ:
```
16
Properties=species:S:1:pos:R:3:forces:R:3:lowdin_charge:R:1
C -1.22546 -1.22522 -0.41594 -0.124 -1.024 -0.095 -0.13
N -1.01401 0.19366 -0.38156 -0.133 0.897 0.108 -0.10
C 0.28490 0.81097 -0.14925 0.394 -1.466 0.005 -0.29
C 1.43727 -0.09404 -0.61228 0.602 0.583 0.042 -0.05
C 0.47588 1.15434 1.32933 -0.606 1.100 -0.033 -0.50
O 1.18939 2.04351 1.70137 0.450 -0.367 0.024 0.12
O -0.32057 0.49166 2.18714 -0.001 -0.294 -0.264 0.11
H -1.94853 -1.47678 -1.18922 -0.232 0.075 0.119 0.09
H -1.58561 -1.64253 0.53423 -0.196 0.183 -0.038 0.08
H -0.36673 -1.85497 -0.64898 0.392 0.351 -0.160 0.07
H -1.52045 0.71497 -1.07317 -0.192 -0.227 -0.058 0.11
H 0.35418 1.72885 -0.71656 -0.168 0.300 0.059 0.15
H 1.25671 -0.47093 -1.61933 -0.089 -0.040 0.064 0.08
H 2.35604 0.50080 -0.65197 -0.100 -0.125 0.095 0.09
H 1.62003 -0.92207 0.07052 -0.084 -0.093 -0.044 0.09
H -0.99307 0.04778 1.63566 0.087 0.147 0.176 0.08
```
Forces are in eV/Å.

ΔE to the lowest compared entry with this formula, charge and spin = 25.9 kcal/mol
Structure (SMILES) = CN[C@H](C)C(=O)O
HOMO level = -9.3 eV
Lowest unoccupied orbital energy = 0.7 eV
E = -363.044302 Ha
Frontier orbital gap = 9.975 eV

=====

DFT (wB97M-V/def2-TZVPD) results for an isolated ion of composition C4H12N3 and charge +1.

Geometry as XYZ:
```
19
Properties=species:S:1:pos:R:3:forces:R:3:lowdin_charge:R:1
N 1.70204 -0.31931 2.06047 -1.870 -1.040 -0.761 0.03
C 0.92959 -1.03467 1.02935 0.949 0.984 0.105 -0.08
C -0.30794 -0.63621 0.72201 2.036 0.507 -1.846 -0.23
N -0.57249 0.69640 1.26029 0.110 1.876 -0.399 0.19
C -0.90862 -0.90089 -0.65390 -2.171 1.261 1.134 -0.13
C -0.25858 -0.04187 -1.79028 -0.021 -1.008 -0.079 -0.23
N -0.39385 1.42031 -1.56973 -1.248 -0.098 -0.255 -0.01
H 2.61408 -0.05391 1.71527 0.246 -0.406 0.218 0.10
H 1.71816 -1.01458 2.79846 0.859 0.485 0.537 0.10
H 1.49755 -1.72760 0.41064 -0.540 -0.411 0.227 0.14
H 0.23987 0.90983 1.87749 -0.318 -0.387 0.558 0.14
H -0.43910 1.43440 0.49199 -0.444 -1.138 0.049 0.16
H -1.47201 0.89231 1.69716 0.026 -0.316 0.187 0.17
H -1.96404 -0.55477 -0.52479 0.386 -0.178 -0.437 0.12
H -1.06482 -1.96575 -0.83094 0.701 0.101 -0.361 0.13
H 0.78254 -0.35112 -1.80009 0.266 0.351 -0.235 0.11
H -0.71202 -0.35368 -2.74756 0.181 0.044 0.358 0.12
H -1.37278 1.61249 -1.81363 -0.108 -0.087 0.717 0.09
H -0.01758 1.98861 -2.33219 0.961 -0.538 0.283 0.09
```
Forces are in eV/Å.

ΔE to the lowest compared entry with this formula, charge and spin = 50.1 kcal/mol
Total charge = +1
Structure (SMILES) = N/C=C(\[NH3+])CCN
HOMO level = -13.9 eV
Lowest unoccupied orbital energy = -3.1 eV
E = -323.598417 Ha
Frontier orbital gap = 10.759 eV

=====

Going through the records in order, we get max |F| values of 1.1 3.3 2.4 0.7 1.5 2.8 eV/Å.